The following is a DFT calculation (ωB97M-V with the def2-TZVPD basis set) of a molecular structure, C27H34Cl14N4 at a distorted geometry.

The orbital gap comes out at 8.03 eV. The HOMO energy is -8.31 eV.

Positions of all 79 atoms, in Å:
C  -0.457  -21.462  -10.326
H  0.664  -18.869  -11.978
C  0.742  -18.593  -15.032
H  3.501  -23.997  -12.317
C  5.414  -22.366  -15.015
C  2.106  -20.485  -15.501
N  3.549  -23.133  -9.072
H  2.296  -22.848  -11.647
H  2.497  -20.736  -17.599
C  5.709  -20.077  -14.856
C  4.605  -19.902  -14.053
H  -0.583  -24.061  -9.358
Cl  -2.854  -21.837  -13.616
C  1.511  -22.121  -11.497
C  3.897  -21.073  -13.686
Cl  -2.500  -22.572  -10.068
C  1.673  -20.780  -11.965
H  1.652  -19.813  -13.496
H  -0.232  -23.059  -6.432
H  4.944  -21.846  -12.471
H  0.128  -22.765  -13.664
Cl  0.465  -25.126  -13.314
C  4.277  -22.358  -14.180
C  4.832  -21.527  -10.385
H  3.355  -16.832  -12.970
C  -3.173  -22.554  -8.460
H  1.366  -22.273  -6.554
H  -3.707  -21.640  -8.203
H  -3.911  -23.353  -8.402
N  -0.395  -20.263  -10.852
H  4.591  -21.533  -8.230
Cl  2.463  -22.995  -13.481
C  0.822  -23.546  -13.971
H  2.493  -16.675  -11.477
H  3.902  -23.349  -13.967
C  -0.924  -24.708  -10.166
H  2.651  -24.677  -10.150
C  0.657  -19.891  -11.627
H  2.696  -21.307  -15.125
C  0.374  -22.353  -6.999
N  1.045  -19.297  -17.338
Cl  0.455  -25.800  -10.562
C  1.906  -20.221  -16.857
H  5.452  -20.645  -10.443
C  -1.814  -20.680  -12.680
Cl  -0.887  -19.667  -13.829
H  0.924  -23.560  -15.056
H  -1.082  -21.309  -12.173
H  4.410  -18.874  -13.786
C  4.520  -22.208  -11.546
C  0.484  -22.480  -10.643
Cl  2.405  -20.994  -7.250
C  1.525  -19.639  -14.554
C  4.300  -22.001  -9.159
Cl  0.404  -23.171  -8.595
Cl  2.627  -18.995  -12.195
H  2.509  -20.575  -12.617
C  3.707  -23.318  -11.503
Cl  -1.916  -22.943  -7.270
Cl  -0.390  -20.757  -7.107
H  -1.797  -25.277  -9.848
N  6.165  -21.250  -15.289
H  1.899  -21.591  -9.373
Cl  -1.346  -23.795  -11.572
H  0.359  -17.869  -14.328
H  -0.257  -17.787  -16.787
C  3.200  -23.750  -10.228
Cl  1.104  -16.818  -13.437
H  -1.269  -21.632  -9.635
C  1.866  -20.632  -8.856
H  2.999  -20.970  -13.095
H  -2.288  -19.937  -12.038
Cl  2.895  -19.564  -9.726
H  0.399  -23.448  -10.173
H  0.832  -20.287  -8.867
H  6.305  -19.184  -14.974
C  2.517  -17.245  -12.407
H  5.801  -23.327  -15.320
C  0.477  -18.476  -16.397